--- P ---
Entry from the OMol25 dataset: a 3-piece molecular cluster, C3H11N overall (ωB97M-V/def2-TZVPD).

Computed properties:
Frontier orbital gap in eV: 8.4

Structure (ORCA input):
```
! RIJCOSX wB97M-V def2-TZVPD def2/J DEFGRID3
* xyz 0 1
C 1.770 -0.169 -0.554
N 1.226 -0.130 0.796
H 1.626 -0.833 1.416
H 0.968 0.824 1.084
H 1.483 -1.094 -1.063
H 1.359 0.680 -1.101
H 2.861 -0.097 -0.558
C -1.085 -0.161 0.640
C -1.658 0.123 -0.717
H -0.886 0.136 -1.488
H -2.370 -0.668 -0.988
H -1.722 0.083 1.477
H -0.842 -1.215 0.758
H -0.588 1.423 1.038
H -2.141 1.098 -0.740
*
```

The computed Mulliken charges, all in e, follow: number 1, C, carries -0.824; number 2, N, carries -0.547; number 3, H, carries 0.218; number 4, H, carries 0.246; number 5, H, carries 0.292; number 6, H, carries 0.292; number 7, H, carries 0.309; number 8, C, carries -0.714; number 9, C, carries -0.821; number 10, H, carries 0.232; number 11, H, carries 0.289; number 12, H, carries 0.441; number 13, H, carries 0.247; number 14, H, carries 0.025; number 15, H, carries 0.316

***

--- Q ---
Entry from the OMol25 dataset: a 3-piece molecular cluster, C3H11N overall (ωB97M-V/def2-TZVPD).

Computed properties:
Frontier orbital gap in eV: 7.4

Structure (ORCA input):
```
! RIJCOSX wB97M-V def2-TZVPD def2/J DEFGRID3
* xyz 0 1
C 1.666 -0.135 -0.535
N 1.007 -0.139 0.768
H 1.438 -0.806 1.414
H 0.804 0.888 1.135
H 1.521 -1.090 -1.049
H 1.215 0.670 -1.123
H 2.743 0.052 -0.466
C -0.987 -0.339 0.589
C -1.596 0.080 -0.711
H -0.912 -0.054 -1.553
H -2.460 -0.571 -0.923
H -1.452 0.056 1.481
H -0.823 -1.414 0.653
H -0.261 1.677 1.009
H -1.903 1.126 -0.688
*
```

The computed Mulliken charges, all in e, follow: number 1, C, carries -0.855; number 2, N, carries -0.740; number 3, H, carries 0.340; number 4, H, carries -0.030; number 5, H, carries 0.326; number 6, H, carries 0.321; number 7, H, carries 0.340; number 8, C, carries -0.844; number 9, C, carries -0.874; number 10, H, carries 0.270; number 11, H, carries 0.359; number 12, H, carries 0.569; number 13, H, carries 0.346; number 14, H, carries 0.207; number 15, H, carries 0.263

***

Last place for stability: Q